(1)
{
  "formula": "C23H16AuCl3N3O5S",
  "method": "ωB97M-V with the def2-TZVPD basis set",
  "elements": ["Au", "O", "C", "O", "C", "C", "C", "C", "C", "N", "C", "O", "O", "H", "H", "H", "Cl", "C", "C", "C", "C", "C", "C", "N", "C", "C", "N", "C", "O", "C", "C", "C", "Cl", "S", "C", "C", "C", "Cl", "C", "H", "H", "H", "H", "H", "H", "H", "H", "H", "H", "H", "H", "H"],
  "coordinates": [[3.8202, 1.6500, -0.5450], [7.4986, 1.7526, 1.2303], [6.3579, 1.9185, 0.8807], [5.8021, 1.5199, -0.2158], [5.4672, 2.7165, 1.8196], [5.8345, 3.2863, 3.0223], [4.9236, 4.0397, 3.7751], [3.6087, 4.2733, 3.3575], [3.4330, 3.6383, 2.1519], [4.1740, 2.9698, 1.4894], [0.9302, 4.4491, 0.7035], [0.2830, 3.8347, 1.4446], [1.6075, 5.0471, -0.0202], [6.8530, 3.1284, 3.3528], [5.2397, 4.4679, 4.7191], [2.8794, 4.8552, 3.8950], [-7.0329, -3.0921, 0.7188], [-5.4873, -2.4545, 0.2796], [-4.4167, -2.5844, 1.1510], [-3.1821, -2.0826, 0.7793], [-2.9935, -1.4590, -0.4490], [-1.6337, -0.9093, -0.8242], [-1.5352, 0.5309, -0.3338], [-0.2946, 1.1666, -0.7713], [-0.1681, 2.0857, -1.7866], [1.1541, 2.3759, -1.8856], [1.8293, 1.6404, -0.9337], [0.9244, 0.9212, -0.2832], [-0.5631, -1.6111, -0.2288], [-0.0695, -2.7051, -1.0195], [-1.1120, -3.7282, -1.3405], [-1.5594, -4.6696, -0.4615], [-0.9930, -4.9123, 1.1387], [-2.8362, -5.6166, -1.0890], [-2.7843, -4.7672, -2.5737], [-1.8282, -3.8022, -2.5713], [-4.0936, -1.3298, -1.2871], [-3.9300, -0.5247, -2.8249], [-5.3404, -1.8241, -0.9438], [-4.5506, -3.0820, 2.1010], [-2.3315, -2.2063, 1.4370], [-1.5248, -0.9144, -1.9144], [-1.5796, 0.5505, 0.7550], [-2.3648, 1.1165, -0.7257], [-1.0177, 2.4354, -2.3464], [1.6615, 3.0467, -2.5552], [1.1164, 0.2216, 0.5110], [0.7334, -3.1380, -0.4256], [0.3544, -2.3075, -1.9480], [-3.4547, -5.0375, -3.3732], [-1.6302, -3.1588, -3.4181], [-6.1781, -1.7214, -1.6181]],
  "orbital_gap_ev": [4.91, 4.83],
  "charge": 1,
  "largest_force_ev_per_a": 1.127
}

(2)
{
  "formula": "C37H32AlN6O6S7",
  "method": "ωB97M-V with the def2-TZVPD basis set",
  "elements": ["Al", "O", "C", "O", "C", "C", "C", "C", "C", "C", "N", "C", "C", "C", "C", "C", "C", "N", "H", "H", "H", "H", "H", "H", "H", "H", "H", "H", "N", "C", "C", "C", "C", "C", "C", "N", "C", "C", "C", "S", "C", "N", "H", "H", "H", "H", "H", "H", "H", "C", "C", "C", "C", "C", "C", "C", "S", "O", "O", "N", "C", "C", "C", "O", "O", "H", "H", "H", "H", "H", "H", "H", "H", "H", "H", "H", "H", "C", "S", "C", "C", "S", "S", "C", "S", "S", "H", "H", "H"],
  "coordinates": [[0.2603, -0.7726, 0.5619], [-0.8385, -3.3453, 8.0955], [-1.4198, -2.6048, 7.1402], [-2.5078, -2.1360, 7.3019], [-0.6426, -2.3791, 5.8720], [-0.9747, -1.2551, 5.1219], [-0.3092, -0.9943, 3.9431], [0.6750, -1.8639, 3.4811], [1.0005, -2.9970, 4.2166], [0.3409, -3.2467, 5.4080], [1.2943, -1.5039, 2.2639], [2.5317, -1.7340, 2.0603], [3.1273, -1.2061, 0.8445], [4.4946, -1.0218, 0.7227], [4.9760, -0.3072, -0.3629], [4.0699, 0.1791, -1.2884], [2.7226, -0.0908, -1.1140], [2.2557, -0.7872, -0.0844], [0.0560, -3.6204, 7.8729], [-1.7563, -0.6064, 5.4958], [-0.4894, -0.1004, 3.3597], [1.7270, -3.7070, 3.8428], [0.5821, -4.1540, 5.9489], [3.1677, -2.2227, 2.7939], [5.1599, -1.4011, 1.4866], [6.0344, -0.1155, -0.4711], [4.3958, 0.7707, -2.1312], [1.9915, 0.2657, -1.8264], [-1.9484, -0.6278, -2.8771], [-0.9085, -1.2271, -3.5605], [-0.8425, -1.7502, -4.8435], [0.3123, -2.4277, -5.1757], [1.3561, -2.5794, -4.2549], [1.2844, -2.0581, -2.9784], [0.1301, -1.3606, -2.6281], [-0.2913, -0.8131, -1.4164], [-1.5499, -0.4530, -1.6025], [-2.3747, -0.0892, -0.4792], [-3.6642, 0.3499, -0.4590], [-4.1934, 0.5112, 1.1469], [-2.6772, -0.0101, 1.6959], [-1.8180, -0.3092, 0.7589], [-2.8797, -0.4947, -3.2341], [-1.6820, -1.6704, -5.5212], [0.3976, -2.8854, -6.1518], [2.2307, -3.1481, -4.5410], [2.0704, -2.2331, -2.2605], [-4.3067, 0.5838, -1.2920], [-2.4916, -0.1250, 2.7494], [1.0431, 4.7388, -5.3982], [0.4792, 4.7468, -4.0062], [0.1558, 5.9590, -3.3921], [-0.3659, 5.9923, -2.1122], [-0.5718, 4.7969, -1.4399], [-0.2693, 3.5807, -2.0291], [0.2579, 3.5605, -3.3115], [-1.2347, 4.8191, 0.1987], [-2.1964, 5.8652, 0.3599], [-1.6459, 3.4716, 0.5053], [0.0858, 5.2532, 1.0791], [1.1880, 4.3049, 1.1886], [0.9542, 3.0380, 2.0694], [1.4387, 1.8146, 1.3124], [2.6084, 1.7058, 1.0012], [0.5371, 0.8937, 1.0129], [1.8703, 5.4436, -5.4807], [0.2797, 5.0388, -6.1178], [1.4041, 3.7493, -5.6736], [0.3196, 6.8834, -3.9316], [-0.6283, 6.9263, -1.6322], [-0.4420, 2.6678, -1.4736], [0.4979, 2.6145, -3.7837], [-0.1657, 5.7481, 1.9269], [2.0433, 4.8573, 1.5708], [1.4278, 4.0024, 0.1671], [-0.0966, 2.9185, 2.3150], [1.5358, 3.1256, 2.9870], [-1.3805, -5.7760, -1.8245], [-2.2531, -4.1910, -1.9899], [-2.6812, -3.8666, -0.3194], [-1.8394, -3.4639, 0.6547], [-0.1252, -3.1879, 0.5115], [-2.5649, -3.3229, 2.2496], [-4.2356, -3.4995, 1.7594], [-5.4972, -3.2199, 2.7484], [-4.3798, -4.0103, 0.1052], [-0.9173, -5.9590, -2.7918], [-2.0891, -6.5673, -1.5962], [-0.6246, -5.6774, -1.0501]],
  "orbital_gap_ev": 6.10,
  "charge": 1,
  "largest_force_ev_per_a": 1.368,
  "de_lowest_kcal_mol": 7.70
}

(3)
{
  "formula": "C3H3NO2",
  "method": "ωB97M-V with the def2-TZVPD basis set",
  "elements": ["O", "C", "N", "O", "H", "C", "C", "H", "H"],
  "coordinates": [[0.1699, -2.9044, -0.1500], [0.6889, -1.8337, -0.2486], [0.9094, -0.6469, -0.3720], [1.8484, 0.3665, -0.2292], [1.6144, 1.0488, 0.5019], [-1.7453, 0.9380, 0.5193], [-0.8634, 0.9636, -0.3085], [-2.4835, 1.1744, 1.2865], [-0.1387, 0.8936, -0.9995]],
  "orbital_gap_ev": 10.35,
  "charge": 0,
  "largest_force_ev_per_a": 4.456,
  "de_lowest_kcal_mol": 143.39,
  "smiles": "O=C=NO.C#C"
}

(4)
{
  "formula": "C17H18F3NO3",
  "method": "ωB97M-V with the def2-TZVPD basis set",
  "elements": ["C", "C", "O", "C", "O", "C", "C", "O", "C", "C", "N", "C", "C", "C", "C", "C", "F", "F", "F", "C", "C", "C", "C", "C", "H", "H", "H", "H", "H", "H", "H", "H", "H", "H", "H", "H", "H", "H", "H", "H", "H", "H"],
  "coordinates": [[-0.6030, -4.6911, -3.6463], [-1.6796, -4.5407, -2.5894], [-1.1838, -3.4447, -1.7477], [-1.8656, -3.3827, -0.5601], [-2.9684, -3.8542, -0.3246], [-1.2783, -2.4588, 0.5180], [0.2521, -2.5793, 0.5897], [0.8074, -3.6757, 0.4749], [1.0502, -1.4493, 1.0813], [0.4661, -0.2535, 1.4204], [1.2892, 0.7285, 1.9471], [1.2821, 2.0970, 1.6279], [1.9672, 2.9968, 2.4500], [2.1310, 4.3191, 2.0999], [1.6590, 4.7797, 0.8756], [1.8467, 6.2228, 0.5366], [0.9195, 7.0027, 1.1816], [3.1117, 6.6055, 0.8759], [1.6135, 6.4149, -0.7831], [0.9536, 3.8781, 0.0379], [0.7687, 2.5672, 0.4443], [-1.0246, -0.0923, 1.3502], [-1.7137, -1.0092, 0.2991], [-1.3485, -0.4816, -1.0985], [-0.4163, -3.7401, -4.1393], [-0.8818, -5.4312, -4.3769], [0.3393, -5.0314, -3.1941], [-2.6716, -4.3495, -2.9688], [-1.7521, -5.4659, -2.0130], [-1.6523, -2.7990, 1.4981], [2.1343, -1.6123, 1.1009], [2.0607, 0.4054, 2.5131], [2.3294, 2.6822, 3.4439], [2.6489, 4.9799, 2.7706], [0.5351, 4.1687, -0.9258], [0.2904, 1.8367, -0.2209], [-1.2633, 0.9535, 1.1013], [-1.4619, -0.3225, 2.2934], [-2.7968, -0.9674, 0.4082], [-1.6106, 0.5715, -1.1473], [-0.3149, -0.6429, -1.3547], [-1.9687, -0.9349, -1.8494]],
  "orbital_gap_ev": 8.65,
  "charge": 0,
  "largest_force_ev_per_a": 2.453,
  "de_lowest_kcal_mol": 0.00,
  "smiles": "CCOC(=O)[C@H]1C(=O)C=C(Nc2ccc(C(F)(F)F)cc2)C[C@H]1C"
}

(5)
{
  "formula": "CH3FP2",
  "method": "ωB97M-V with the def2-TZVPD basis set",
  "elements": ["C", "F", "P", "P", "H", "H", "H"],
  "coordinates": [[-1.0861, -0.4117, 0.4934], [-1.2979, 0.5418, 1.4095], [-1.9540, -1.5000, -0.4016], [1.7701, 0.3872, 0.0822], [-0.9205, -1.7389, -1.2319], [1.9668, 1.1930, -1.1422], [1.5217, 1.5286, 0.7906]],
  "orbital_gap_ev": [8.04, 7.68],
  "charge": 0,
  "largest_force_ev_per_a": 2.274,
  "de_lowest_kcal_mol": 92.65
}

(6)
{
  "formula": "C29H32BeFNO2P",
  "method": "ωB97M-V with the def2-TZVPD basis set",
  "elements": ["Be", "N", "C", "C", "C", "C", "C", "C", "P", "C", "C", "C", "C", "C", "C", "C", "C", "C", "C", "C", "C", "H", "H", "H", "H", "H", "H", "H", "H", "H", "H", "H", "H", "H", "H", "H", "H", "C", "O", "C", "C", "O", "C", "H", "H", "H", "H", "H", "H", "H", "H", "H", "H", "F", "C", "C", "C", "C", "C", "C", "C", "H", "H", "H", "H", "H", "H"],
  "coordinates": [[0.1778, -0.2406, 0.7698], [0.1887, -0.2627, -1.0270], [0.9848, -1.3524, -1.5721], [0.3444, -2.4737, -2.0639], [1.1011, -3.5405, -2.5288], [2.4845, -3.4655, -2.5028], [3.1113, -2.3258, -2.0179], [2.3736, -1.2468, -1.5406], [3.1132, 0.2595, -0.8010], [4.8827, -0.1406, -0.8157], [5.3913, -0.7650, 0.3230], [6.7276, -1.1242, 0.3838], [7.5705, -0.8389, -0.6826], [7.0731, -0.2048, -1.8114], [5.7304, 0.1398, -1.8825], [2.9183, 1.4523, -2.1771], [3.2133, 2.7894, -1.8926], [3.0762, 3.7679, -2.8628], [2.6156, 3.4289, -4.1295], [2.3121, 2.1087, -4.4221], [2.4725, 1.1226, -3.4557], [0.5120, 0.6216, -1.4246], [-0.7703, -0.3693, -1.3519], [-0.7389, -2.5214, -2.0867], [0.6073, -4.4224, -2.9129], [3.0797, -4.2923, -2.8645], [4.1921, -2.2759, -1.9999], [4.7377, -0.9706, 1.1634], [7.1144, -1.6157, 1.2661], [8.6174, -1.1055, -0.6297], [7.7293, 0.0201, -2.6413], [5.3474, 0.6236, -2.7724], [3.5669, 3.0610, -0.9033], [3.3258, 4.7951, -2.6327], [2.5020, 4.1923, -4.8870], [1.9651, 1.8389, -5.4107], [2.2681, 0.0899, -3.7117], [0.1203, 2.5251, 0.3964], [0.2049, 1.4049, 1.2947], [-0.7116, 1.4533, 2.4057], [-1.9980, 0.7948, 1.9512], [-1.5576, -0.2920, 1.1332], [-2.4686, -1.3980, 1.0272], [0.1424, 3.4445, 0.9780], [-0.7973, 2.4829, -0.1954], [0.9966, 2.4807, -0.2461], [-0.8475, 2.4827, 2.7331], [-0.2379, 0.8716, 3.1926], [-2.6323, 1.4562, 1.3552], [-2.5668, 0.4165, 2.8027], [-2.6921, -1.7854, 2.0215], [-1.9631, -2.1695, 0.4554], [-3.3766, -1.0693, 0.5194], [-2.3088, -4.8800, 4.5121], [-1.4629, -4.0664, 3.8499], [-0.9404, -4.4764, 2.6397], [-0.0774, -3.6243, 1.9655], [0.2718, -2.3688, 2.4683], [1.1053, -1.4243, 1.6597], [-0.2528, -2.0196, 3.7148], [-1.1209, -2.8510, 4.4099], [-1.2015, -5.4493, 2.2461], [0.3447, -3.9474, 1.0191], [1.7097, -2.0082, 0.9593], [1.8261, -0.9036, 2.3006], [0.0530, -1.0884, 4.1808], [-1.5123, -2.5806, 5.3812]],
  "orbital_gap_ev": 8.03,
  "charge": 1,
  "largest_force_ev_per_a": 0.154,
  "de_lowest_kcal_mol": 0.61
}